No. 1
This record from the Open Molecules 2025 dataset describes C19H43OP3RhS as an isolated structure at a distorted geometry. The level of theory is ωB97M-V/def2-TZVPD.

Structure (XYZ):
```
68
Properties=species:S:1:pos:R:3:forces:R:3:mulliken_spin:R:1
Rh 0.291 0.453 0.703 -2.2 -1.6 1.7 1.95
P -0.604 2.031 2.007 -1.8 1.8 2.3 0.08
P -2.300 -0.294 0.013 0.0 -0.7 -1.6 0.02
P 2.322 1.238 0.570 3.7 1.2 -1.8 0.28
H 0.225 -1.858 -6.382 0.3 0.0 0.2 0.00
C 1.272 -2.077 -6.172 0.7 -0.6 -0.3 0.00
C 1.658 -3.258 -5.673 0.5 0.5 -0.9 0.00
H 0.945 -4.014 -5.350 0.1 0.1 -0.1 0.00
C -1.090 3.516 1.070 0.1 0.0 -0.1 0.02
C -2.025 1.750 3.122 -0.3 0.1 0.1 0.01
C 0.526 2.625 3.318 0.3 0.0 -0.1 0.00
C -2.439 -1.782 -0.998 0.0 0.1 -0.3 0.07
C -3.147 -0.791 1.522 0.3 -0.2 1.0 0.05
C -3.243 1.059 -0.712 0.4 0.6 -0.3 0.01
C 3.505 0.540 -0.607 0.3 0.2 0.0 0.02
C 3.092 0.824 2.150 -0.3 -0.2 0.6 0.05
C 2.343 3.031 0.234 0.1 0.1 0.1 0.04
H 2.012 -1.342 -6.523 -0.4 -0.4 0.0 0.00
H 2.723 -3.555 -5.749 -0.8 0.3 0.5 0.00
H -1.414 4.307 1.759 0.1 -0.2 -0.1 0.00
H -1.917 3.275 0.393 0.2 0.1 0.1 0.00
H -0.244 3.887 0.481 -0.3 0.0 0.1 -0.01
H -2.143 2.621 3.784 0.0 -0.2 -0.2 0.00
H -1.824 0.876 3.753 -0.1 0.2 -0.1 0.00
H -2.966 1.606 2.585 0.1 0.0 0.1 0.01
H -0.003 3.366 3.933 0.1 -0.2 -0.2 0.00
H 1.424 3.085 2.899 -0.1 -0.1 0.3 0.00
H 0.797 1.775 3.959 -0.1 0.3 -0.1 0.00
H -3.482 -2.094 -1.088 0.1 -0.1 0.1 0.01
H -1.822 -2.554 -0.523 -0.3 0.0 0.0 0.00
H -2.009 -1.613 -1.989 -0.3 0.1 0.2 -0.02
H -4.113 -0.269 1.612 0.4 0.1 -0.2 0.00
H -2.563 -0.618 2.429 -0.2 0.0 -0.2 -0.02
H -3.352 -1.863 1.465 0.1 0.1 -0.1 0.01
H -4.170 0.688 -1.170 0.2 -0.2 0.2 0.00
H -2.653 1.556 -1.490 -0.1 -0.1 0.0 -0.01
H -3.518 1.815 0.033 0.1 -0.3 0.0 0.00
H 4.395 1.175 -0.566 0.1 -0.2 -0.1 0.01
H 3.119 0.548 -1.623 0.3 0.0 0.1 0.00
H 3.768 -0.487 -0.342 0.0 0.1 0.1 -0.01
H 4.130 1.162 2.113 0.0 0.0 -0.1 0.02
H 3.067 -0.265 2.290 0.1 0.2 -0.1 0.00
H 2.589 1.294 2.995 0.2 -0.1 -0.1 0.00
H 3.339 3.341 -0.107 -0.2 -0.1 0.1 0.01
H 2.085 3.598 1.133 0.1 0.0 -0.3 0.01
H 1.620 3.267 -0.558 0.2 -0.1 0.1 0.00
C 0.807 -1.148 -2.134 0.2 -0.5 0.1 0.09
C 0.919 0.141 -2.694 -1.0 1.1 -0.7 0.09
C 0.273 0.451 -3.913 0.3 -0.3 1.0 0.05
C -0.595 -0.524 -4.477 0.2 -0.3 0.0 0.20
C -0.654 -1.832 -3.939 0.5 -0.3 0.3 -0.06
C 0.198 -2.195 -2.885 -0.9 0.2 -0.5 0.13
S 1.159 -1.518 -0.482 0.2 -1.4 -1.0 0.71
H -0.741 -0.342 -0.504 -1.4 0.5 0.3 0.13
H 1.435 0.915 -2.098 -0.5 -0.4 -0.8 0.01
H 0.398 1.437 -4.391 -0.1 -0.6 0.4 0.00
H -1.144 -0.310 -5.412 0.3 0.0 0.8 -0.01
H -1.298 -2.607 -4.393 0.6 0.6 0.1 0.00
H 0.313 -3.236 -2.551 -0.2 0.5 -0.1 -0.01
C 0.246 -3.042 4.419 0.1 0.0 -0.3 0.00
C -0.363 -2.038 3.456 -0.5 0.0 -0.1 0.02
O 0.552 -0.984 3.055 0.2 0.1 0.0 0.00
H 1.094 -3.567 3.963 -0.2 0.2 0.1 0.00
H -0.503 -3.793 4.691 0.1 0.2 0.0 0.00
H 0.580 -2.559 5.341 0.0 0.0 0.0 0.00
H -0.668 -2.511 2.521 0.1 -0.2 0.0 0.01
H -1.267 -1.563 3.870 0.3 -0.2 0.2 0.00
H 1.055 -0.747 3.850 0.0 0.0 -0.3 0.00
```
Positions in Å, forces in eV/Å.

Calculated values
* E_tot: -2356.607956 hartree
* total charge: +3
* spin multiplicity: 5
* ⟨S²⟩: 6.03
* lowest unoccupied orbital energy (spin up / spin down): -9.41 / -12.71 eV
* energy above the lowest of the compared OMol25 structures with the same formula, charge and spin: 2.151 eV


No. 2
This record from the Open Molecules 2025 dataset describes C19H43P2PdSSi4Te as an isolated structure. The level of theory is ωB97M-V/def2-TZVPD.

Structure (XYZ):
```
71
Properties=species:S:1:pos:R:3:forces:R:3:lowdin_charge:R:1
Pd -0.323 -0.682 -0.344 -0.4 0.1 -0.2 -0.10
C -1.165 -0.906 -3.830 -0.1 0.0 0.0 -0.25
P -1.161 0.085 -2.296 0.0 0.2 0.0 0.74
C -2.828 0.811 -2.267 0.0 -0.1 0.0 -0.27
C -0.083 1.494 -2.763 0.1 0.0 0.0 -0.37
C -0.444 2.436 -3.725 0.0 0.0 0.0 -0.09
C 0.403 3.487 -4.033 0.0 0.0 0.0 -0.09
C 1.629 3.599 -3.389 0.0 0.0 0.0 -0.08
C 2.001 2.660 -2.442 0.0 0.0 0.0 -0.09
C 1.152 1.604 -2.116 0.0 0.0 -0.1 -0.36
P 1.609 0.340 -0.854 0.1 0.0 0.1 0.74
C 3.031 -0.476 -1.652 0.1 0.0 0.1 -0.24
C 2.367 1.333 0.457 0.0 0.0 0.1 -0.28
H -1.466 -0.294 -4.683 0.0 0.0 0.0 0.04
H -1.857 -1.741 -3.723 0.0 0.0 0.0 0.04
H -0.167 -1.304 -4.007 0.0 0.0 0.0 0.04
H -3.118 1.274 -3.211 0.0 0.0 0.0 0.03
H -2.862 1.542 -1.460 0.0 0.0 0.0 0.05
H -3.533 0.017 -2.018 0.0 0.0 0.0 0.04
H -1.398 2.356 -4.232 0.0 0.0 0.0 0.10
H 0.108 4.222 -4.772 0.0 0.0 0.0 0.10
H 2.291 4.424 -3.621 0.0 0.0 0.0 0.10
H 2.957 2.758 -1.942 0.0 0.0 0.0 0.10
H 3.780 0.258 -1.955 0.0 0.0 0.0 0.04
H 2.698 -1.036 -2.526 0.0 0.0 0.0 0.04
H 3.481 -1.171 -0.942 0.0 0.0 0.0 0.05
H 3.271 1.848 0.128 0.0 0.0 0.0 0.04
H 2.594 0.684 1.311 0.0 0.0 0.0 -0.03
H 1.632 2.057 0.810 0.0 0.0 0.0 0.05
C 2.452 -0.420 7.705 0.0 0.0 -0.1 -0.23
Si 1.514 -0.290 6.056 0.0 0.0 0.0 0.25
C 0.207 -1.657 6.144 0.0 0.0 0.0 -0.24
C 0.564 1.349 6.152 0.0 0.0 0.0 -0.24
Si 2.715 -0.415 4.062 0.0 -0.1 -0.2 0.28
Te -0.276 -1.518 2.055 0.1 0.2 0.6 0.20
Si 4.157 -2.212 4.420 0.0 0.0 0.0 0.25
C 5.462 -2.164 5.805 0.0 0.1 0.0 -0.23
C 5.151 -2.564 2.837 0.0 0.0 0.0 -0.24
C 3.176 -3.802 4.750 0.0 0.0 0.0 -0.24
Si 4.177 1.401 4.206 0.0 0.0 0.0 0.26
C 5.566 1.283 2.910 0.0 0.0 0.1 -0.24
C 5.094 1.768 5.831 0.0 0.0 0.0 -0.23
C 3.268 3.021 3.802 0.0 0.0 0.0 -0.23
H 1.765 -0.323 8.553 0.0 0.0 0.0 0.02
H 3.217 0.353 7.792 0.0 0.0 0.0 0.00
H 2.952 -1.388 7.788 0.0 0.0 0.0 0.01
H -0.400 -1.543 7.047 0.0 0.0 0.0 0.02
H 0.667 -2.648 6.168 0.0 0.0 0.0 0.01
H -0.458 -1.623 5.278 0.0 0.0 0.0 -0.02
H -0.156 1.335 6.977 0.0 0.0 0.0 0.02
H 0.021 1.535 5.223 0.0 0.0 0.0 0.02
H 1.247 2.187 6.315 0.0 0.0 0.0 0.00
H 6.167 -1.343 5.650 0.0 0.0 0.0 0.00
H 6.033 -3.097 5.839 0.0 0.0 0.0 0.02
H 4.994 -2.010 6.779 0.0 0.0 0.0 0.00
H 5.723 -1.692 2.514 0.0 0.0 0.0 0.00
H 4.470 -2.836 2.026 0.0 0.0 0.0 0.01
H 5.850 -3.393 2.991 0.0 0.0 0.0 0.02
H 2.753 -3.794 5.758 0.0 0.0 0.0 0.01
H 3.822 -4.681 4.665 0.0 0.0 0.0 0.02
H 2.349 -3.911 4.045 0.0 0.0 0.0 0.02
H 6.264 0.480 3.158 0.0 0.0 0.0 0.01
H 6.132 2.220 2.873 0.0 0.0 0.0 0.02
H 5.171 1.080 1.912 0.0 0.0 0.0 0.00
H 5.701 0.917 6.143 0.0 0.0 0.0 0.00
H 4.386 1.977 6.636 0.0 0.0 0.0 0.00
H 5.749 2.640 5.722 0.0 0.0 0.0 0.02
H 2.717 2.934 2.863 0.0 0.0 0.0 0.00
H 3.971 3.855 3.715 0.0 0.0 0.0 0.02
H 2.542 3.268 4.581 0.0 0.0 0.0 0.01
S -2.314 -1.255 0.812 0.2 -0.3 -0.3 -0.43
```
Positions in Å, forces in eV/Å.

Calculated values
* E_tot: -3384.737895 hartree
* total charge: -1
* lowest unoccupied orbital energy: 2.14 eV
* energy above the lowest of the compared OMol25 structures with the same formula, charge and spin: 0.581 eV


No. 3
This record from the Open Molecules 2025 dataset describes C19H44B2MgO10S3 as an isolated structure at a distorted geometry. The level of theory is ωB97M-V/def2-TZVPD.

Structure (XYZ):
```
79
Properties=species:S:1:pos:R:3:forces:R:3:lowdin_charge:R:1
Mg 0.023 1.932 0.431 0.5 0.1 -0.6 0.52
B -0.760 2.622 2.317 -0.5 0.9 0.9 -0.34
H 0.304 2.503 2.180 3.8 -0.5 -0.4 -0.05
H -1.426 2.225 1.568 -2.3 -1.2 -2.8 -0.05
H -1.066 2.068 3.191 -0.8 -2.0 3.3 -0.03
H -0.950 3.672 2.476 -0.8 4.0 0.5 -0.03
B 0.003 -0.139 0.741 -0.1 -1.9 0.3 -0.45
H 0.242 -1.191 0.788 0.6 -3.8 0.1 -0.02
H -1.057 0.056 0.779 -3.9 0.4 0.3 -0.01
H 0.508 0.324 1.574 1.6 1.5 2.9 -0.01
H 0.383 0.205 -0.209 1.4 0.9 -3.3 -0.03
C -2.354 -0.755 4.054 0.8 0.8 0.7 -0.01
C -2.525 -1.793 2.949 0.3 2.5 1.6 -0.34
C -1.324 -2.624 2.691 0.9 0.4 -0.9 -0.12
O -1.672 -3.923 3.138 -0.3 -0.4 0.9 0.07
C -2.889 -3.877 3.770 -1.1 -2.1 0.3 -0.47
O -3.406 -4.811 4.396 1.7 3.2 -2.0 0.11
O -3.463 -2.673 3.475 -1.5 -2.2 0.4 0.08
H -1.733 0.095 3.770 -0.2 0.1 -0.4 0.07
H -1.841 -1.113 4.946 0.3 -0.8 -0.1 0.09
H -3.279 -0.401 4.508 -0.3 0.1 -0.7 0.09
H -2.787 -1.262 2.034 -0.8 -0.4 0.0 0.14
H -0.457 -2.191 3.190 0.1 -0.5 0.2 0.14
H -1.125 -2.552 1.622 0.2 -0.9 0.0 0.11
C 1.727 -3.548 -0.162 0.1 -0.4 0.9 -0.02
C 1.718 -2.843 -1.455 3.4 0.0 -0.7 -0.49
O 2.836 -2.509 -1.917 -2.3 -0.2 0.6 0.02
C 0.478 -2.569 -2.160 -0.6 -0.2 -1.3 -0.02
H 1.659 -2.798 0.626 0.0 0.1 0.1 0.06
H 2.698 -4.036 -0.078 -0.1 -0.1 0.2 0.10
H 0.907 -4.243 0.016 0.0 0.0 -0.2 0.09
H -0.103 -1.844 -1.589 -0.1 0.2 -0.3 0.07
H -0.130 -3.454 -2.347 -0.1 -0.3 0.7 0.10
H 0.756 -2.287 -3.176 -0.2 0.8 0.2 0.09
C -4.663 0.914 -0.217 0.3 -1.5 0.1 -0.20
C -4.384 -0.294 -1.172 -0.7 0.4 -0.6 -0.20
C -2.960 -0.183 -1.671 0.6 1.2 0.5 -0.17
S -2.653 1.655 -1.667 1.7 -0.5 -1.2 0.80
O -2.457 2.118 -3.057 -0.5 -0.3 2.1 -0.32
O -1.587 1.939 -0.698 -2.1 0.5 -1.4 -0.38
C -4.227 2.137 -0.991 -0.8 -0.2 0.0 -0.21
H -4.075 0.764 0.688 0.1 0.2 0.1 0.11
H -5.711 0.951 0.082 0.0 0.1 -0.1 0.12
H -5.001 -0.192 -2.064 -0.5 0.0 0.1 0.11
H -4.606 -1.275 -0.752 0.1 0.1 0.2 0.12
H -2.715 -0.439 -2.702 -0.3 -0.3 0.2 0.10
H -2.284 -0.642 -0.950 0.4 0.3 -0.2 0.09
H -4.913 2.179 -1.837 0.2 0.5 -0.2 0.11
H -4.262 3.059 -0.411 0.5 0.0 -0.2 0.13
C 1.693 2.816 -4.914 0.7 -0.5 0.2 -0.20
C 2.453 1.451 -4.973 -0.1 -0.2 0.7 -0.20
C 2.539 0.915 -3.526 -0.8 0.8 0.1 -0.17
S 0.845 1.296 -2.928 -1.1 0.8 1.6 0.80
O 0.853 1.926 -1.566 0.7 -0.8 -2.8 -0.39
O -0.073 0.187 -3.174 1.0 0.6 0.4 -0.32
C 0.432 2.612 -4.101 -0.5 -0.5 0.1 -0.22
H 1.489 3.146 -5.933 0.0 0.3 0.2 0.12
H 2.361 3.495 -4.385 0.0 0.3 -0.3 0.12
H 3.478 1.597 -5.314 -0.2 -0.1 -0.3 0.12
H 1.924 0.718 -5.582 0.1 0.1 -0.2 0.12
H 3.255 1.527 -2.977 -0.2 0.0 0.3 0.11
H 2.737 -0.140 -3.337 -0.1 0.0 -0.3 0.10
H -0.010 3.386 -3.475 0.6 0.4 -0.1 0.10
H -0.410 2.281 -4.708 0.2 -0.5 0.0 0.10
C 4.015 -0.080 3.217 -1.4 0.5 0.9 -0.19
C 3.182 -0.957 2.246 0.5 -1.2 1.3 -0.23
C 3.293 -0.508 0.852 0.1 1.9 -0.9 -0.20
S 3.356 1.361 0.960 0.6 -1.7 -0.8 0.82
O 2.010 1.892 0.732 2.4 0.6 0.7 -0.39
O 4.436 1.800 0.069 -1.1 0.1 1.2 -0.33
C 3.870 1.367 2.784 0.5 1.4 -1.4 -0.17
H 5.014 -0.369 3.543 0.1 -0.1 -0.8 0.12
H 3.416 -0.121 4.127 0.3 -0.2 0.3 0.11
H 2.180 -0.949 2.674 -0.2 -0.1 -0.6 0.11
H 3.557 -1.980 2.253 -0.2 -0.2 0.4 0.12
H 2.480 -0.763 0.172 0.0 0.1 0.2 0.07
H 4.249 -0.817 0.428 0.0 0.2 -0.2 0.12
H 3.184 2.010 3.335 -0.5 -0.5 -0.1 0.11
H 4.794 1.944 2.781 0.2 -0.2 -0.2 0.10
```
Positions in Å, forces in eV/Å.

Calculated values
* E_tot: -2946.949555 hartree
* lowest unoccupied orbital energy: 0.21 eV